[1]
A 9-piece molecular cluster, C19H47N9O9 overall at a distorted geometry, computed with wB97M-V/def2-TZVPD.

lowest unoccupied orbital energy	-0.6292	eV
E_tot	-1922.2530	Ha
frontier orbital gap	8.056	eV
2S+1	1
charge	0
molecular weight	545.6	u
SMILES string	CNC(C)=O.CC(N)=O.CC(N)=O.CC(N)=O.CC(N)=O.CC(N)=O.CC(N)=O.CC(N)=O.CC(N)=O
highest occupied orbital energy	-8.69	eV

Cartesian coordinates (Å):
C (-3.19, -2.12, 0.86)
N (-2.12, -2.28, 1.79)
C (-2.26, -2.16, 3.13)
C (-0.91, -2.43, 3.90)
O (-3.29, -1.89, 3.71)
H (-4.12, -1.88, 1.39)
H (-3.49, -3.08, 0.45)
H (-2.96, -1.35, 0.12)
H (-1.17, -2.41, 1.47)
H (-0.35, -1.50, 3.88)
H (-0.26, -3.06, 3.28)
H (-1.16, -2.69, 4.93)
C (-2.80, 0.85, -4.66)
C (-2.28, 2.25, -4.73)
N (-1.17, 2.48, -4.23)
O (-2.96, 3.08, -5.29)
H (-2.58, 0.41, -5.64)
H (-3.88, 0.86, -4.48)
H (-2.32, 0.23, -3.91)
H (-0.67, 3.36, -4.31)
H (-0.89, 1.75, -3.59)
C (-2.01, 1.95, 3.63)
C (-1.89, 2.89, 4.89)
N (-1.06, 2.41, 5.84)
O (-2.29, 4.05, 4.98)
H (-1.21, 1.22, 3.67)
H (-1.85, 2.61, 2.77)
H (-2.97, 1.46, 3.45)
H (-1.03, 2.92, 6.71)
H (-0.26, 1.87, 5.56)
C (2.05, -4.16, 1.49)
C (1.70, -2.86, 0.81)
N (2.51, -2.38, -0.18)
O (0.63, -2.37, 1.16)
H (1.96, -4.12, 2.57)
H (2.94, -4.63, 1.08)
H (1.24, -4.87, 1.27)
H (2.36, -1.49, -0.65)
H (3.23, -2.94, -0.61)
C (-3.80, 1.94, 0.20)
C (-2.86, 3.11, -0.14)
N (-2.40, 3.27, -1.39)
O (-2.49, 3.89, 0.70)
H (-3.18, 1.14, 0.60)
H (-4.47, 1.68, -0.63)
H (-4.32, 2.28, 1.10)
H (-2.36, 2.41, -1.93)
H (-1.78, 4.04, -1.59)
C (0.31, -1.70, -4.42)
C (1.22, -2.90, -4.31)
N (2.45, -2.81, -3.89)
O (0.80, -3.95, -4.75)
H (0.87, -0.77, -4.37)
H (-0.47, -1.81, -3.66)
H (-0.16, -1.83, -5.40)
H (2.96, -3.62, -3.58)
H (2.60, -1.97, -3.34)
C (3.64, 1.42, 3.88)
C (2.42, 0.59, 3.58)
N (2.54, -0.62, 3.11)
O (1.30, 0.92, 4.00)
H (4.55, 0.86, 3.68)
H (3.68, 1.63, 4.95)
H (3.70, 2.30, 3.24)
H (1.69, -0.98, 2.69)
H (3.41, -1.11, 3.04)
C (3.08, 2.03, -2.14)
C (3.17, 0.60, -2.79)
N (4.15, 0.48, -3.76)
O (2.61, -0.42, -2.42)
H (2.06, 2.39, -2.00)
H (3.71, 2.79, -2.60)
H (3.47, 2.00, -1.13)
H (4.48, -0.43, -4.04)
H (4.78, 1.25, -3.93)
C (0.30, 0.95, 0.38)
C (-0.32, 0.40, -0.83)
N (-0.31, -0.91, -0.97)
O (-0.85, 1.12, -1.75)
H (0.58, 0.15, 1.07)
H (-0.49, 1.39, 0.99)
H (1.13, 1.65, 0.25)
H (-0.82, -1.23, -1.78)
H (0.18, -1.58, -0.40)

[2]
A 5-piece molecular cluster, C19H47O7S overall at a distorted geometry, computed with wB97M-V/def2-TZVPD.

lowest unoccupied orbital energy	-3.1091	eV
E_tot	-1676.6699	Ha
frontier orbital gap	8.814	eV
2S+1	1
charge	+1
molecular weight	419.6	u
highest occupied orbital energy	-11.92	eV

Cartesian coordinates (Å):
C (-0.31, 1.87, 1.13)
O (-0.41, 2.16, -0.27)
C (-1.66, 2.60, -0.63)
S (-1.65, 3.88, -1.92)
C (-0.09, 4.81, -1.92)
C (0.29, 5.39, -0.55)
C (1.50, 4.75, 0.07)
O (2.65, 4.97, -0.71)
C (2.99, 3.97, -1.58)
C (3.26, 2.58, -1.08)
O (3.09, 4.22, -2.70)
H (0.68, 2.11, 1.46)
H (-0.48, 0.82, 1.34)
H (-0.99, 2.46, 1.74)
H (-2.27, 2.98, 0.18)
H (-2.21, 1.76, -1.06)
H (-1.62, 3.21, -3.09)
H (0.67, 4.20, -2.38)
H (-0.27, 5.63, -2.61)
H (-0.57, 5.36, 0.12)
H (0.51, 6.44, -0.69)
H (1.33, 3.71, 0.31)
H (1.66, 5.23, 1.03)
H (2.31, 2.12, -0.81)
H (3.64, 1.99, -1.90)
H (3.95, 2.55, -0.26)
C (1.75, -1.14, 2.77)
C (1.67, -0.02, 3.79)
C (2.03, -0.51, 5.18)
O (0.34, 0.52, 3.80)
H (1.06, -1.95, 3.02)
H (1.48, -0.78, 1.77)
H (2.76, -1.56, 2.72)
H (2.33, 0.79, 3.50)
H (1.35, -1.29, 5.51)
H (1.96, 0.31, 5.90)
H (3.05, -0.90, 5.21)
H (-0.27, -0.18, 4.05)
C (1.17, -0.98, -2.17)
C (2.43, -1.35, -1.39)
C (3.64, -1.45, -2.31)
O (2.23, -2.59, -0.72)
H (0.95, -1.74, -2.93)
H (0.31, -0.92, -1.51)
H (1.29, -0.02, -2.68)
H (2.61, -0.60, -0.62)
H (3.49, -2.22, -3.06)
H (4.53, -1.71, -1.74)
H (3.83, -0.50, -2.82)
H (2.07, -3.27, -1.39)
C (-1.33, -6.83, -1.17)
C (-0.15, -6.69, -2.12)
C (1.16, -6.59, -1.36)
O (-0.33, -5.53, -2.94)
H (-1.40, -5.95, -0.51)
H (-2.27, -6.89, -1.72)
H (-1.24, -7.72, -0.54)
H (-0.13, -7.55, -2.79)
H (1.17, -5.71, -0.72)
H (2.00, -6.49, -2.06)
H (1.33, -7.47, -0.74)
H (-0.36, -4.77, -2.36)
C (-4.22, 0.04, 1.18)
C (-4.94, 1.32, 0.78)
C (-6.26, 1.46, 1.52)
O (-5.15, 1.32, -0.63)
H (-4.82, -0.84, 0.93)
H (-3.27, -0.06, 0.64)
H (-4.01, 0.02, 2.25)
H (-4.31, 2.18, 1.00)
H (-6.93, 0.63, 1.28)
H (-6.77, 2.38, 1.22)
H (-6.11, 1.48, 2.60)
H (-5.71, 0.57, -0.85)

[3]
C19H48AsF6O16S5 as an isolated structure at a distorted geometry, computed with wB97M-V/def2-TZVPD.

lowest unoccupied orbital energy	2.0429	eV
E_tot	-6782.5162	Ha
frontier orbital gap	10.247	eV
2S+1	1
charge	-1
molecular weight	881.8	u
highest occupied orbital energy	-8.20	eV

Cartesian coordinates (Å):
As (-21.75, -18.93, -2.41)
F (-23.16, -18.06, -1.99)
F (-22.79, -20.05, -3.39)
F (-20.28, -19.83, -2.84)
F (-20.73, -17.73, -1.51)
F (-22.04, -19.82, -0.86)
F (-21.46, -17.96, -3.89)
C (-21.72, -22.41, -6.05)
C (-21.02, -23.68, -5.80)
C (-21.26, -24.55, -7.08)
O (-21.19, -23.58, -8.07)
C (-21.35, -22.27, -7.56)
H (-21.38, -21.56, -5.47)
H (-22.78, -22.59, -5.84)
H (-21.38, -24.13, -4.88)
H (-19.97, -23.40, -5.73)
H (-22.27, -24.96, -7.02)
H (-20.52, -25.33, -7.27)
H (-22.24, -21.75, -7.90)
H (-20.43, -21.70, -7.73)
O (-18.77, -18.43, 2.09)
S (-18.88, -17.00, 2.36)
O (-18.47, -16.46, 3.65)
O (-18.15, -16.08, 1.10)
C (-18.19, -16.76, -0.17)
C (-16.74, -16.65, -0.57)
C (-20.55, -16.40, 1.96)
H (-18.77, -16.28, -0.96)
H (-18.47, -17.80, -0.06)
H (-16.52, -17.20, -1.49)
H (-16.08, -17.07, 0.19)
H (-16.42, -15.61, -0.61)
H (-20.61, -15.33, 2.16)
H (-21.19, -16.81, 2.74)
H (-20.94, -16.74, 1.01)
O (-25.80, -20.85, 1.52)
S (-25.95, -21.43, 0.17)
O (-26.78, -22.65, 0.07)
O (-26.47, -20.28, -0.95)
C (-26.22, -18.93, -0.56)
C (-26.55, -18.09, -1.81)
C (-24.40, -22.00, -0.53)
H (-25.17, -18.65, -0.44)
H (-26.77, -18.55, 0.30)
H (-26.35, -18.79, -2.62)
H (-25.88, -17.24, -1.84)
H (-27.59, -17.87, -2.06)
H (-24.42, -23.06, -0.77)
H (-23.61, -21.86, 0.21)
H (-24.23, -21.40, -1.42)
O (-23.23, -12.05, -4.39)
S (-23.51, -13.23, -3.54)
O (-23.01, -13.27, -2.14)
O (-25.19, -13.43, -3.56)
C (-25.78, -13.52, -4.81)
C (-25.80, -12.14, -5.50)
C (-22.86, -14.82, -4.44)
H (-26.78, -13.79, -4.47)
H (-25.38, -14.31, -5.44)
H (-24.92, -12.03, -6.14)
H (-25.89, -11.35, -4.75)
H (-26.70, -12.07, -6.12)
H (-21.82, -14.99, -4.18)
H (-23.05, -14.86, -5.51)
H (-23.38, -15.68, -4.00)
O (-14.43, -20.95, 1.02)
S (-15.72, -20.86, 0.40)
O (-16.02, -19.75, -0.48)
O (-16.05, -22.34, -0.38)
C (-17.25, -22.63, -1.03)
C (-17.55, -21.70, -2.22)
C (-17.01, -20.96, 1.67)
H (-17.95, -22.65, -0.19)
H (-17.32, -23.68, -1.32)
H (-16.67, -21.35, -2.75)
H (-18.12, -20.81, -1.95)
H (-18.10, -22.24, -2.99)
H (-16.77, -21.85, 2.25)
H (-17.98, -21.03, 1.17)
H (-16.84, -20.12, 2.34)
O (-24.31, -17.64, -8.24)
S (-24.39, -18.19, -6.87)
O (-25.04, -17.36, -5.88)
O (-25.21, -19.70, -6.93)
C (-25.61, -20.31, -5.65)
C (-26.64, -21.43, -6.03)
C (-22.75, -18.79, -6.31)
H (-26.20, -19.57, -5.11)
H (-24.81, -20.75, -5.04)
H (-27.67, -21.13, -6.22)
H (-26.75, -22.23, -5.30)
H (-26.27, -21.90, -6.94)
H (-22.18, -17.88, -6.09)
H (-22.32, -19.27, -7.19)
H (-22.82, -19.47, -5.46)